This record from the Open Molecules 2025 dataset describes a 2-piece molecular cluster, CH2I2O overall at a distorted geometry. The level of theory is the ωB97M-V functional and the def2-TZVPD basis.

Last column: Löwdin charge in e.
Positions of all 6 atoms, in Å:
O1 1.05935 1.66292 -0.95812  -0.014
C1 1.42878 0.58539 -1.15799  -0.784
I1 2.33444 -0.66636 0.34905  0.677
H1 1.58845 0.06229 -2.14273  0.066
I2 -2.23806 -0.80149 -0.52742  0.398
H2 -3.22423 0.33731 -1.07920  -0.344

Computed properties:
**Energy above the lowest of the compared OMol25 structures with the same formula, charge and spin**: 0.101 eV
**Total charge**: 0
**Gap between HOMO and LUMO**: 10.2 eV
**DFT total energy**: -709.9029 a.u.

---

This record from the Open Molecules 2025 dataset describes C26H60F6K2NO16S2 as an isolated structure at a distorted geometry. The level of theory is the ωB97M-V functional and the def2-TZVPD basis.

Last column: Löwdin spin population.
Positions of all 113 atoms, in Å:
K1 2.29639 0.02965 -4.39287  0.000
K2 3.12310 -0.01454 3.44103  0.000
C1 3.83667 -1.01605 -0.11630  0.000
F1 4.47701 -0.16676 0.60969  0.000
F2 4.44178 -1.21802 -1.31225  0.000
F3 3.70286 -2.13803 0.58670  0.000
S1 2.00417 -0.40781 -0.48805  0.000
O1 2.13930 0.54672 -1.62621  0.000
O2 1.29412 -1.66058 -0.77533  0.000
N1 1.62600 0.23650 1.09168  0.000
S2 0.31326 0.97747 0.78540  0.000
O3 0.29526 2.19505 -0.07692  0.002
O4 -0.85452 0.10869 0.69479  0.000
C2 0.04030 1.84495 2.46578  0.000
F4 0.92773 2.85775 2.53442  0.000
F5 -1.22836 2.32882 2.70268  0.000
F6 0.31101 0.94199 3.44901  0.000
C3 -4.35568 -7.71386 -2.13362  0.000
O5 -3.13405 -7.00448 -2.14148  0.000
C4 -3.38133 -5.62208 -1.91745  0.000
C5 -1.92585 -4.88996 -2.02312  0.000
O6 -1.03773 -5.66217 -1.19554  0.000
C6 0.25748 -5.09247 -1.12606  0.000
H1 -4.24180 -8.77863 -2.33713  0.000
H2 -5.11395 -7.40699 -2.85401  0.000
H3 -4.79998 -7.51870 -1.15761  0.000
H4 -3.84265 -5.37305 -0.96180  0.000
H5 -3.86700 -5.21225 -2.80302  0.000
H6 -1.94788 -3.82968 -1.77129  0.000
H7 -1.45838 -4.98750 -3.00294  0.000
H8 0.80643 -5.86711 -0.59065  0.000
H9 0.32198 -4.13668 -0.60604  0.000
H10 0.70472 -5.01181 -2.11681  0.000
C7 6.71817 1.45968 1.62000  0.000
O7 5.56306 2.12235 2.24403  0.000
C8 5.23981 3.39705 1.76491  0.000
C9 4.65851 3.43631 0.31028  0.000
O8 5.71290 3.21590 -0.55924  0.000
C10 5.26128 3.48243 -1.87209  0.000
H11 7.50544 2.19185 1.44041  0.000
H12 6.38903 1.05330 0.66364  0.000
H13 7.09727 0.66096 2.25752  0.000
H14 6.16572 3.95462 1.62385  0.000
H15 4.65345 4.03881 2.42249  0.000
H16 4.19801 4.41907 0.20920  0.000
H17 3.89676 2.65694 0.28946  0.000
H18 4.76008 2.64419 -2.35609  0.000
H19 6.19471 3.41206 -2.43054  0.000
H20 4.82638 4.46784 -2.03917  0.000
C11 -5.24389 -0.56774 -4.61938  0.000
O9 -4.71605 0.19858 -3.53725  0.000
C12 -5.24801 -0.20208 -2.21213  0.001
C13 -4.80368 0.64559 -1.02739  0.001
O10 -3.47088 0.63672 -0.92239  0.008
C14 -2.77634 1.58258 -1.60762  0.003
H21 -5.26146 -1.65381 -4.52857  0.000
H22 -4.69475 -0.33440 -5.53157  0.000
H23 -6.20992 -0.25106 -5.01259  0.000
H24 -4.95172 -1.24402 -2.09092  0.000
H25 -6.33403 -0.19593 -2.30492  0.000
H26 -5.17687 0.27892 -0.07115  0.000
H27 -5.27129 1.62905 -1.07460  0.000
H28 -2.90744 2.53226 -1.08892  0.001
H29 -2.86213 1.64672 -2.69235  0.001
H30 -1.74538 1.35889 -1.33346  0.000
C15 -2.63121 9.34475 3.29155  0.022
O11 -2.46936 8.18861 2.42611  0.283
C16 -2.18309 6.95008 3.19207  0.042
C17 -2.22841 5.79858 2.20205  0.046
O12 -1.45594 6.08725 1.00712  0.365
C18 -1.22467 4.97086 0.24861  0.068
H31 -3.65511 9.48147 3.63945  0.012
H32 -2.22631 10.15183 2.68099  0.003
H33 -1.98474 9.22593 4.16108  0.005
H34 -2.81710 6.99763 4.07744  0.008
H35 -1.19717 6.93934 3.65676  0.027
H36 -3.27663 5.57242 2.00662  0.032
H37 -1.85134 4.94073 2.75884  0.008
H38 -2.00441 4.72297 -0.47156  0.041
H39 -1.12967 4.02806 0.78729  0.010
H40 -0.37452 5.09628 -0.42193  0.010
C19 3.03835 -3.57889 -3.04777  0.000
O13 2.16397 -2.66441 -3.72382  0.000
C20 1.04890 -3.19684 -4.40646  0.000
C21 -0.25534 -2.63571 -3.88385  0.000
O14 -0.10027 -1.19974 -3.82424  0.000
C22 -1.10766 -0.60480 -3.11786  0.000
H41 4.05945 -3.20363 -2.97964  0.000
H42 3.20055 -4.57884 -3.45013  0.000
H43 2.70561 -3.71628 -2.01893  0.000
H44 1.04432 -4.28050 -4.52379  0.000
H45 1.18123 -2.90177 -5.44739  0.000
H46 -0.48503 -3.09229 -2.92109  0.000
H47 -1.04734 -2.91740 -4.57775  0.000
H48 -2.12393 -0.84452 -3.43062  0.000
H49 -0.85860 0.45635 -3.12246  0.000
H50 -1.22462 -0.88986 -2.07232  0.000
C23 0.96098 -3.08953 2.47024  0.000
O15 1.97599 -2.70353 3.35917  0.000
C24 1.74807 -3.10432 4.71787  0.000
C25 0.76635 -2.15807 5.52363  0.000
O16 1.07755 -0.79073 5.37264  0.000
C26 0.01516 0.00977 5.94560  0.000
H51 0.78931 -2.32547 1.71206  0.000
H52 0.06090 -3.37526 3.01458  0.000
H53 1.34698 -3.92374 1.88438  0.000
H54 2.73457 -3.21789 5.16731  0.000
H55 1.42252 -4.11156 4.97790  0.000
H56 0.72390 -2.32008 6.60068  0.000
H57 -0.27524 -2.27327 5.22382  0.000
H58 0.24024 0.09248 7.00890  0.000
H59 -0.99527 -0.39469 6.00523  0.000
H60 -0.01910 1.02623 5.55350  0.000

Computed properties:
**Spin multiplicity**: 2
**Total charge**: +2
**Gap between HOMO and LUMO (alpha / beta)**: 8.5 / 2.3 eV
**DFT total energy**: -4879.7602 a.u.

---

This record from the Open Molecules 2025 dataset describes C28H29CeN4O2PS3 as an isolated structure at a distorted geometry. The level of theory is the ωB97M-V functional and the def2-TZVPD basis.

Last column: Löwdin spin population.
Positions of all 68 atoms, in Å:
Ce1 13.09721 9.24552 15.50646  1.017
C1 14.22290 10.95657 17.49422  -0.002
C2 15.18798 9.95187 17.33210  -0.001
C3 14.67376 8.76830 17.90750  -0.001
C4 13.39398 9.05367 18.43698  -0.002
C5 13.11686 10.41147 18.16784  -0.002
H1 14.27231 11.96095 17.09529  0.000
H2 16.08414 10.02252 16.71800  0.000
H3 15.12805 7.79866 17.84483  0.000
H4 12.74430 8.31348 18.88047  0.000
H5 12.19152 10.94828 18.35095  0.000
N1 16.93018 13.31138 6.31118  0.000
C6 16.62963 12.91502 7.35551  0.000
C7 16.22336 12.45345 8.65832  0.000
C8 16.30356 13.31470 9.74358  0.000
C9 15.82447 12.89691 10.97709  0.000
C10 15.33152 11.59645 11.12460  0.000
C11 15.32945 10.73091 10.05233  0.000
C12 15.75645 11.15598 8.80574  0.000
C13 14.87748 11.10912 12.46086  0.000
C14 15.53894 10.01128 12.99171  0.000
C15 16.74862 9.46224 12.44711  0.000
C16 17.10143 8.41942 13.26710  0.000
C17 16.11106 8.34636 14.28658  0.000
N2 15.20142 9.31752 14.15883  -0.002
C18 13.82025 11.79497 13.06908  0.000
C19 13.16603 12.94638 12.52862  0.000
C20 12.36669 13.45376 13.51848  0.000
C21 12.51632 12.56226 14.60747  0.001
N3 13.37453 11.58080 14.36684  -0.002
H6 16.71551 14.29979 9.59937  0.000
H7 15.82254 13.58160 11.80732  0.000
H8 14.94953 9.73283 10.17300  0.000
H9 15.71667 10.52961 7.92053  0.000
H10 17.28928 9.81332 11.60221  0.000
H11 17.91174 7.72494 13.13989  0.000
H12 15.99249 7.59811 15.06916  0.000
H13 13.30168 13.34629 11.53074  0.000
H14 11.70269 14.30590 13.45862  0.000
H15 12.03828 12.62422 15.57794  0.000
C22 6.96376 10.80988 17.26824  0.000
C23 8.37929 10.26881 17.15335  0.000
C24 9.06757 10.01300 18.47908  0.000
O1 8.30555 9.04708 16.38690  0.000
P1 9.59129 8.53848 15.54564  0.000
S1 10.86346 7.51229 16.64006  -0.001
S2 10.41169 10.12845 14.60442  -0.002
O2 8.84364 7.57072 14.50685  0.000
C25 7.96545 8.20580 13.49776  0.000
C26 8.55369 7.89808 12.14290  0.000
C27 6.55852 7.65887 13.72045  0.000
H16 7.00052 11.73895 17.84142  0.000
H17 6.33445 10.09599 17.80166  0.000
H18 6.54319 11.00748 16.28260  0.000
H19 8.98826 10.98400 16.57933  0.000
H20 8.46733 9.37278 19.13458  0.000
H21 9.13797 10.99600 18.95926  0.000
H22 10.04985 9.57664 18.33780  0.000
H23 7.98998 9.28644 13.65181  0.000
H24 8.50452 6.82888 11.91768  0.000
H25 9.57901 8.27095 12.06490  0.000
H26 7.93409 8.41930 11.39778  0.000
H27 6.56343 6.57978 13.54087  0.000
H28 5.83088 8.09842 13.03174  0.000
H29 6.21696 7.90098 14.73137  0.000
S3 14.47613 4.62150 13.68662  0.000
C28 13.67361 6.01361 13.94129  0.000
N4 13.17584 7.04214 14.16931  -0.002

Computed properties:
**Spin multiplicity**: 2
**Total charge**: -1
**Gap between HOMO and LUMO (alpha / beta)**: 6.6 / 6.6 eV
**DFT total energy**: -3465.2332 a.u.

---

Among the records above, which one has the lowest DFT total energy?
C26H60F6K2NO16S2

---

Which of these has the highest DFT total energy?
CH2I2O